Entry 1:
Formula: C5H6N2
Source: the OMol25 dataset
Level of theory: ωB97M-V/def2-TZVPD

XYZ file:
```
13
Properties=species:S:1:pos:R:3:forces:R:3
C -2.8733 0.2834 -0.4182 8.233 -1.880 2.054
C -1.6572 0.0096 -0.1136 -6.510 0.996 -2.457
C -0.3298 -0.1508 0.3988 1.563 3.654 2.091
C 0.5092 1.2044 0.3625 -3.930 2.654 1.095
N 1.6235 1.1272 -0.2629 -1.535 3.964 1.144
N 1.8076 -0.0953 -0.5614 5.426 -4.695 -3.507
C 0.8940 -0.9242 0.1352 -1.610 -4.191 -3.805
H -3.7247 0.3599 -0.9882 -1.605 0.298 -0.613
H -0.3383 -0.4085 1.4262 -1.671 0.451 1.278
H -0.2127 2.1044 0.6875 2.789 -1.421 -0.934
H 2.7498 -0.4098 -1.2389 -4.072 1.231 3.149
H 0.5134 -1.7165 -0.5021 0.857 -0.832 -0.391
H 1.0384 -1.3838 1.0752 2.065 -0.230 0.896
```
Positions in Å, forces in eV/Å.

Results
energy: -303.4044 a.u.
relative energy (zero: lowest compared OMol25 entry of this formula, charge and spin): 145.39 kcal/mol
orbital gap: 9.143 eV
HOMO energy: -8.3 eV

=====

Entry 2:
Formula: C5H6N2
Source: the OMol25 dataset
Level of theory: ωB97M-V/def2-TZVPD

XYZ file:
```
13
Properties=species:S:1:pos:R:3:forces:R:3
C 1.7199 -1.3499 -1.2395 1.537 -0.504 -0.094
C 1.3243 -0.1871 -0.7916 1.598 2.065 -0.254
C 0.1478 0.2082 -0.0967 -0.647 -0.983 1.564
C -0.8502 -0.5287 0.5279 -0.155 -0.399 -1.368
N -1.7143 0.4167 0.9865 0.166 0.905 0.340
C -1.1625 1.6502 0.7677 0.129 -0.158 0.376
N 0.0036 1.5405 0.1776 -1.173 0.485 -0.436
H 1.1398 -2.1826 -0.9663 -0.701 -1.284 -0.189
H 2.7248 -1.5368 -1.6705 -0.938 0.310 0.211
H 1.9489 0.7228 -0.8636 -0.017 -0.693 -0.461
H -1.1439 -1.5935 0.4818 0.470 0.910 0.173
H -2.4767 0.2701 1.6050 -0.606 -0.229 0.209
H -1.6615 2.5701 1.0817 0.336 -0.425 -0.072
```
Positions in Å, forces in eV/Å.

Results
energy: -303.6061 a.u.
relative energy (zero: lowest compared OMol25 entry of this formula, charge and spin): 18.79 kcal/mol
orbital gap: 9.095 eV
HOMO energy: -8.3 eV

=====

Entry 3:
Formula: C5H6N2
Source: the OMol25 dataset
Level of theory: ωB97M-V/def2-TZVPD

XYZ file:
```
13
Properties=species:S:1:pos:R:3:forces:R:3
N -2.2823 -1.9751 0.3651 0.560 0.906 -0.404
C -1.7259 -1.0611 -0.0768 -0.418 -0.838 0.341
C -0.9949 0.1108 -0.6538 -0.142 0.260 0.032
C -0.3908 0.9877 0.3972 -0.180 0.229 0.163
C 0.9665 0.7289 0.7176 0.065 0.013 -0.036
C 1.0740 -0.7049 -0.4197 0.263 -0.084 0.084
N 0.2450 -0.1337 -1.3279 0.019 -0.246 -0.084
H -1.7018 0.6492 -1.2959 0.082 -0.090 0.092
H -0.9836 1.7307 0.9335 0.066 -0.161 -0.076
H 1.7593 1.1782 0.1248 -0.098 -0.004 0.045
H 1.2119 0.8588 1.7828 -0.041 -0.148 -0.167
H 2.1059 -0.8316 -0.7507 -0.184 0.021 0.075
H 0.7166 -1.5378 0.2039 0.008 0.140 -0.066
```
Positions in Å, forces in eV/Å.

Results
energy: -303.4679 a.u.
relative energy (zero: lowest compared OMol25 entry of this formula, charge and spin): 105.51 kcal/mol
orbital gap (alpha / beta): 8.539 / 7.885 eV
HOMO energy (alpha / beta): -9.3 / -8.9 eV

=====

Entry 4:
Formula: C5H6N2
Source: the OMol25 dataset
Level of theory: ωB97M-V/def2-TZVPD

XYZ file:
```
13
Properties=species:S:1:pos:R:3:forces:R:3
H 3.1558 0.5537 -0.1507 -0.304 -0.858 -0.069
N 2.8015 -0.4200 -0.0143 0.727 0.912 0.227
C 1.5480 -0.3865 0.0481 -0.504 0.601 -0.491
C 0.6761 -1.5560 0.2361 -0.106 -0.792 -0.260
C -0.5793 -1.1130 0.1195 -0.052 -0.160 -0.004
C -0.4852 0.3684 -0.0807 -0.387 -0.117 -0.105
C -1.6658 1.2996 -0.1150 1.071 0.784 -0.376
N 0.7224 0.7817 -0.1616 0.457 -0.099 0.396
H 1.0899 -2.5682 0.3223 -0.432 0.541 0.079
H -1.5118 -1.6741 0.0953 0.295 0.109 0.177
H -1.5482 1.9388 0.7695 -0.285 -0.082 -0.122
H -1.5933 1.9918 -0.9927 -0.178 -0.720 0.647
H -2.6101 0.7839 -0.0757 -0.301 -0.120 -0.100
```
Positions in Å, forces in eV/Å.

Results
energy: -303.6012 a.u.
relative energy (zero: lowest compared OMol25 entry of this formula, charge and spin): 21.87 kcal/mol
orbital gap: 9.527 eV
HOMO energy: -10.0 eV

=====

Question: What is the relative energy (zero: lowest compared OMol25 entry of this formula, charge and spin) in the fourth record?
Answer: 21.87 kcal/mol

=====

Question: Which of these has the lowest relative energy (zero: lowest compared OMol25 entry of this formula, charge and spin)?
Answer: number 2